Density functional theory data (wB97M-V/def2-TZVPD) for a gas-phase ion, C4N2O3S (charge -2) in a non-equilibrium geometry.

Output
Net charge: -2
SMILES: O=C1C(=S)N=C([O-])N=C1[O-]
E_tot, eV: -24105.453
ΔE to the lowest compared entry with this formula, charge and spin, kJ/mol: 0.0
Gap between HOMO and LUMO, Ha: 0.2227
Maximum force, eV Å⁻¹: 2.7

Atoms and positions in Å:
O: 2.5591 0.7730 0.0055
N: 0.4560 1.4503 0.4172
N: 1.0391 -0.8708 0.2567
O: -1.6416 -0.2632 -1.6929
S: -2.0366 2.2792 0.6402
C: -0.1972 -1.3306 0.0820
C: 1.3944 0.4076 0.1570
O: -0.7137 -2.3558 0.5982
C: -1.0549 -0.2781 -0.6381
C: -0.7832 1.2356 0.2070